Below is a cluster of 18 separate species, C41H57N18O2 in total, with properties calculated with wB97M-V/def2-TZVPD.

## Properties
lowest unoccupied orbital energy: 0.069 Eh
Kohn-Sham gap: 0.1467 Ha
total charge: -1

Geometry as XYZ:
```
118
Properties=species:S:1:pos:R:3:forces:R:3:mulliken_charge:R:1
N -0.05116 0.38644 1.10538 1.4 -2.1 3.2 -0.691
O -0.44244 1.05692 -0.05428 -3.9 3.6 -1.9 -0.214
C -1.52239 1.95110 0.18686 1.2 1.3 0.0 0.289
O -1.27690 3.19281 0.25118 -1.3 -3.7 -0.4 -0.702
C -2.99646 1.32593 0.34905 -1.7 -1.5 0.5 0.418
C -4.24621 2.16439 0.70349 -0.1 -3.7 -0.5 -0.419
C -5.60998 1.43716 0.86284 2.6 -2.0 -1.0 -0.470
C -5.72507 -0.08592 0.64270 3.6 1.5 -0.6 -0.376
C -4.45620 -0.93843 0.29226 0.4 4.5 0.5 -0.351
C -3.09671 -0.20784 0.16103 -3.4 1.2 0.6 -0.309
H -0.76593 0.48125 1.84899 -0.2 0.3 -0.7 0.109
H -4.17365 3.28990 0.83784 0.0 -1.7 -0.2 0.283
H -6.55532 2.02379 1.14948 1.7 -0.9 -0.5 0.096
H -6.71773 -0.62595 0.73133 1.5 1.0 -0.1 0.539
H -4.52817 -2.05747 0.12077 0.1 1.7 0.3 0.203
H -2.17498 -0.81880 -0.09951 -1.2 1.1 0.5 0.536
C -2.45156 -1.85881 -3.86946 0.3 -0.2 0.0 -0.377
C -3.61377 -1.25389 -3.21250 0.0 -0.1 0.0 0.463
N -4.52741 -0.77828 -2.69579 0.2 -0.3 -0.5 -0.434
H -2.71331 -2.27773 -4.84407 -0.2 0.2 0.1 0.352
H -1.65981 -1.12607 -4.03384 -0.3 0.0 0.1 -0.099
H -2.02409 -2.66942 -3.27333 -0.3 0.1 0.2 0.174
C -3.88619 -5.69500 0.80930 -0.3 -0.3 0.3 -0.676
C -3.20401 -4.89662 -0.21027 0.0 0.0 0.1 0.411
N -2.66742 -4.26489 -1.00945 -0.2 -0.2 0.2 -0.429
H -4.96757 -5.53986 0.78256 0.2 0.2 -0.1 0.177
H -3.70753 -6.76375 0.67142 0.2 0.2 -0.2 0.332
H -3.54766 -5.43838 1.81569 0.1 0.1 -0.2 0.250
C -7.83414 -0.88098 4.04340 0.0 0.1 0.0 -0.563
C -6.86902 -1.57176 3.18491 0.0 -0.3 0.2 0.392
N -6.11256 -2.11462 2.50825 -0.5 -0.1 0.6 -0.336
H -8.82169 -1.34635 3.99471 0.2 -0.1 -0.1 0.273
H -7.52217 -0.89199 5.09044 0.1 -0.1 -0.2 0.310
H -7.95441 0.16489 3.75262 0.2 -0.4 0.0 0.054
C 1.09254 4.53802 -1.58789 -0.1 -0.1 0.1 -0.762
C 1.69894 4.91903 -2.86916 0.1 0.1 0.1 0.419
N 2.17332 5.21546 -3.87650 -0.2 -0.2 0.4 -0.462
H 1.60447 3.68356 -1.13862 0.0 0.0 -0.2 0.268
H 1.13210 5.35669 -0.86593 0.0 0.0 -0.2 0.384
H 0.04242 4.26019 -1.70485 0.1 0.0 0.0 0.212
C 1.98853 2.60055 3.15078 -0.2 0.0 0.0 -0.354
C 3.27972 2.43292 3.82159 0.0 0.1 0.0 0.412
N 4.29566 2.30111 4.34838 -0.2 0.0 -0.1 -0.432
H 1.33503 3.28374 3.69867 0.2 -0.1 0.1 -0.015
H 2.10749 3.00476 2.14340 0.1 -0.2 0.1 0.103
H 1.45634 1.64843 3.05558 0.1 0.0 -0.2 0.208
C 0.88694 -5.79863 1.04318 0.2 0.2 0.0 -0.778
C -0.23691 -6.73927 1.08342 -0.1 0.0 0.0 0.385
N -1.12174 -7.47628 1.11500 0.4 0.3 0.0 -0.431
H 1.83790 -6.31514 0.89425 -0.2 -0.1 0.0 0.284
H 0.77761 -5.07738 0.22963 -0.2 -0.1 0.1 0.295
H 0.96863 -5.22983 1.97221 -0.1 -0.1 -0.1 0.242
C -1.29296 5.16925 5.01426 0.1 0.3 0.1 -0.794
C -1.77554 3.83610 4.64327 0.0 -0.1 0.0 0.339
N -2.15442 2.78933 4.35202 0.1 0.4 0.2 -0.343
H -0.24194 5.30450 4.74798 -0.1 -0.2 -0.1 0.255
H -1.85941 5.95577 4.51024 0.0 -0.2 -0.1 0.258
H -1.38075 5.34343 6.08929 -0.1 -0.2 -0.1 0.296
C 0.26410 2.63735 -4.76201 0.1 0.2 0.1 -0.395
C -0.18865 1.30092 -5.14907 -0.2 -0.3 -0.1 0.387
N -0.54594 0.24688 -5.45271 0.2 0.9 0.1 -0.584
H 1.31567 2.79382 -5.01285 -0.1 -0.2 0.0 0.234
H -0.30897 3.41980 -5.26492 0.0 -0.2 0.0 0.367
H 0.15953 2.79875 -3.68685 -0.1 -0.3 -0.1 -0.114
C 2.48118 -1.04571 -4.77450 -0.1 0.1 -0.2 -0.186
C 2.68850 -2.01988 -3.69944 0.0 0.0 0.1 0.126
N 2.85607 -2.78588 -2.85541 0.1 0.2 -0.4 -0.446
H 2.89306 -1.39844 -5.72222 0.0 -0.1 0.2 0.340
H 1.41982 -0.84395 -4.93749 0.2 -0.2 0.1 0.057
H 2.96029 -0.09006 -4.55024 0.1 -0.2 0.1 0.123
C 6.54238 -2.83397 -3.47327 0.0 -0.3 0.2 -0.775
C 6.26401 -1.60419 -4.21858 -0.1 0.0 0.0 0.325
N 6.04129 -0.63789 -4.80386 0.1 -0.4 0.2 -0.321
H 7.03907 -3.57909 -4.09928 -0.1 0.2 -0.1 0.266
H 7.19162 -2.64499 -2.61522 -0.1 0.2 -0.1 0.255
H 5.62386 -3.28821 -3.09257 -0.1 0.3 -0.1 0.246
C -7.36210 -3.02503 -1.64546 0.0 0.2 -0.1 -0.637
C -7.14439 -3.98903 -0.55939 0.0 -0.1 0.1 0.487
N -6.97871 -4.75112 0.28920 -0.3 0.4 -0.5 -0.554
H -6.95737 -3.39209 -2.59137 0.1 -0.1 0.2 0.272
H -8.42543 -2.82864 -1.80331 0.1 -0.2 0.2 0.316
H -6.88172 -2.06449 -1.43932 0.1 -0.2 0.1 0.071
C 7.36575 0.46799 5.00137 -0.3 0.2 -0.3 -0.059
C 8.65813 0.29656 5.66949 0.0 0.0 0.0 0.223
N 9.67369 0.16181 6.19631 -0.4 0.0 -0.1 -0.432
H 6.71546 1.15321 5.55114 0.2 0.0 0.0 0.333
H 7.48405 0.87360 3.99365 0.2 0.1 0.2 0.360
H 6.83090 -0.48496 4.90931 0.5 0.5 0.0 -0.332
C -9.40426 3.57715 2.01565 0.0 0.2 -0.3 -0.858
C -9.19794 2.61300 3.09926 0.0 0.0 0.0 0.388
N -9.03585 1.85465 3.94990 -0.4 0.8 -0.3 -0.436
H -9.00128 3.20927 1.06892 0.0 -0.1 0.2 0.262
H -10.46551 3.78384 1.85900 0.1 -0.2 0.2 0.312
H -8.91520 4.53054 2.22831 0.0 -0.2 0.2 0.265
C 3.12995 3.09951 -8.31579 0.1 0.3 -0.1 -0.904
C 2.69409 1.82302 -7.74229 0.0 -0.1 0.0 0.423
N 2.35165 0.82119 -7.28927 0.2 0.5 -0.2 -0.375
H 3.09263 3.90491 -7.57806 0.0 -0.2 0.1 0.260
H 4.15690 3.04438 -8.68412 -0.1 -0.2 0.1 0.283
H 2.49867 3.39846 -9.15592 -0.1 -0.2 0.1 0.318
C 4.45069 -1.56554 3.49092 -0.4 0.6 -0.4 -0.624
C 3.97270 -2.90214 3.12733 0.0 0.0 0.0 0.303
N 3.59772 -3.95259 2.84160 0.2 0.4 0.1 -0.402
H 5.49838 -1.42730 3.22216 -0.2 -0.2 0.0 0.190
H 3.87941 -0.78251 2.98473 -0.2 -0.3 -0.1 0.334
H 4.36477 -1.38688 4.56175 -0.2 -0.2 -0.3 0.195
C 6.14656 -2.04016 7.92112 0.0 0.1 0.3 -0.959
C 6.20722 -2.18066 6.46463 0.0 -0.3 0.0 0.506
N 6.25495 -2.28926 5.31913 0.4 -0.7 1.3 -0.545
H 5.97666 -3.00214 8.41020 0.0 0.0 -0.3 0.330
H 7.07610 -1.63012 8.32346 0.0 0.0 -0.3 0.284
H 5.33738 -1.37258 8.22674 0.0 0.0 -0.2 0.284
C 6.67166 2.54047 -5.12422 0.0 -0.2 0.2 -0.659
C 6.38545 3.76829 -5.87196 0.0 0.1 0.0 0.346
N 6.16064 4.73177 -6.46120 0.1 -0.4 0.2 -0.428
H 7.17028 1.79637 -5.74881 -0.1 0.2 -0.1 0.275
H 7.32183 2.73308 -4.26753 -0.1 0.2 -0.1 0.310
H 5.75830 2.08091 -4.74093 0.0 0.1 -0.2 0.162
```
Forces are in eV/Å.

---

Below is a structure of composition C5H4IrNO5, with properties calculated with wB97M-V/def2-TZVPD.

## Properties
spin multiplicity: 6
lowest unoccupied orbital energy (spin up / spin down): -0.506 / -0.728 Eh
Kohn-Sham gap (spin up / spin down): 0.1981 / 0.1996 Ha
total charge: +3

Geometry as XYZ:
```
16
Properties=species:S:1:pos:R:3:forces:R:3:mulliken_spin:R:1
O 3.88400 -2.56804 2.07571 -3.5 2.2 -2.1 -0.029
C 3.01147 -2.02463 1.55844 3.5 -2.2 2.1 0.218
Ir -0.78021 0.22171 -0.80335 1.3 -1.1 -0.4 2.507
C -2.20953 1.16444 0.10824 -6.9 4.7 4.9 0.147
O -3.07007 1.73156 0.63983 3.9 -2.7 -2.6 0.146
C -1.87773 -0.03657 -2.42978 -5.7 -0.5 -7.8 0.118
O -2.51672 -0.18207 -3.38148 2.9 0.4 4.1 0.123
C -0.83790 -1.61464 -0.18030 1.3 -7.5 2.6 0.249
O -0.89738 -2.71387 0.18090 -0.2 3.7 -1.3 0.271
C 0.37547 1.54955 -1.64843 6.1 5.1 -3.7 0.154
O 1.04465 2.34284 -2.16053 -3.2 -3.3 2.2 0.121
H 1.74455 -1.25726 0.79403 0.1 -0.5 0.0 0.583
N 0.38762 0.77948 1.07903 0.3 1.5 2.0 0.457
H 1.39071 0.86777 0.88419 0.0 0.0 -0.2 -0.009
H 0.27984 0.06872 1.80973 -0.1 -0.1 0.0 -0.033
H 0.07122 1.67100 1.47378 0.2 0.2 0.3 -0.022
```
Forces are in eV/Å.

---

Below is a structure of composition C2H5OPS, with properties calculated with wB97M-V/def2-TZVPD.

## Properties
lowest unoccupied orbital energy: 0.015 Eh
Kohn-Sham gap: 0.3333 Ha
total charge: 0

Geometry as XYZ:
```
10
Properties=species:S:1:pos:R:3:forces:R:3:nbo_charge:R:1
C -0.06908 1.54857 0.25143 -3.8 -0.7 0.8 -0.788
C -0.28206 -0.90390 -0.10522 -5.3 0.4 1.5 -0.213
O 0.56927 -1.80962 -0.55244 0.8 -4.1 -2.2 -0.721
P 0.41677 0.11630 1.32342 -0.4 0.0 -0.5 0.538
S -0.63162 0.59197 -1.20978 -0.1 -0.7 0.9 0.123
H -0.87174 2.14069 0.74286 0.3 -0.3 -0.6 0.216
H 0.60476 2.18681 -0.15225 2.6 2.0 -0.3 0.219
H -1.38992 -1.40092 0.23905 2.8 1.2 -1.0 0.169
H 0.15430 -2.62225 -1.05994 0.9 2.7 1.6 0.492
H 1.49931 0.15236 0.52286 2.2 -0.5 -0.2 -0.035
```
Forces are in eV/Å.

---

It is found that the DFT total energy values, taken in the order of the records, are -74347.5343 -19769.4621 -24324.2555 eV.